<P>
Molecular formula: C4H12N2O3S
Method: DFT, wB97M-V/def2-TZVPD

```
! RIJCOSX wB97M-V def2-TZVPD def2/J DEFGRID3
* xyz 0 1
C 0.78514 0.27671 -1.89289
C -0.46835 -0.21914 -1.19862
N -0.62052 -1.67824 -1.31997
C -0.64577 0.33440 0.20197
C -0.31083 1.77468 0.33527
N -1.66120 -0.16963 0.97679
S 0.86880 -0.68464 1.26632
O 0.58603 -2.10311 1.54610
O 2.25895 -0.26683 1.09635
O 0.45274 0.16642 2.64453
H 1.64065 -0.02112 -1.44763
H 0.73812 1.33472 -1.80812
H 0.93550 0.07338 -2.94984
H -1.37147 0.17048 -1.70937
H 0.08469 -2.04126 -0.77985
H -0.12238 -1.94646 -2.24953
H -0.91590 2.30888 -0.33353
H 0.80549 1.83635 0.09587
H -0.49849 2.11733 1.32976
H -1.59219 -1.15251 0.82761
H -1.80928 0.22030 1.97940
H 0.86028 -0.33070 3.38938
*
```

The calculation puts the HOMO energy at -9.221 eV. The SMILES is C[C@@H](N)[C@@](C)(N)S(=O)(=O)O. The orbital gap is 9.81 eV.

The computed Mulliken charges, all in e, follow: C -1.647; C 0.284; N -0.730; C 0.501; C -1.866; N -0.555; S 1.065; O -0.634; O -0.655; O -0.508; H 0.490; H 0.450; H 0.415; H 0.340; H 0.312; H 0.304; H 0.442; H 0.441; H 0.473; H 0.359; H 0.384; H 0.334

<Q>
Molecular formula: C4H12N2O3S
Method: DFT, wB97M-V/def2-TZVPD

```
! RIJCOSX wB97M-V def2-TZVPD def2/J DEFGRID3
* xyz 0 1
C 1.71257 0.43714 -1.32570
N 1.30958 0.42982 0.05786
C 1.35663 1.69945 0.82598
C 0.21241 -0.38575 0.39243
C 0.15788 -1.85583 -0.11298
O -0.05193 -0.48936 1.80973
S -1.47467 0.30442 -0.24736
N -2.61976 -0.94440 0.20202
O -1.51355 0.28950 -1.70284
O -1.93174 1.48014 0.49457
H 1.43508 -0.53679 -1.77282
H 1.03964 1.10112 -1.91452
H 2.74830 0.64804 -1.49039
H 1.88338 1.49117 1.86868
H 2.04953 2.18479 0.25450
H 0.51920 2.28544 0.97842
H -0.50916 -2.30630 0.72693
H 1.18728 -2.23860 -0.22885
H -0.49356 -1.79256 -0.93849
H -0.74825 0.14381 2.07251
H -3.33814 -0.52210 0.61453
H -2.93073 -1.42315 -0.56420
*
```

The calculation puts the HOMO energy at -8.967 eV. The SMILES is CN(C)[C@@](C)(O)S(N)(=O)=O. The orbital gap is 9.65 eV.

The computed Mulliken charges, all in e, follow: C -1.014; N 0.047; C -0.979; C 0.626; C -1.678; O -0.538; S 0.991; N -0.531; O -0.624; O -0.636; H 0.358; H 0.353; H 0.360; H 0.204; H 0.451; H 0.411; H 0.386; H 0.431; H 0.450; H 0.413; H 0.265; H 0.253

Question: of the structures shown, which is the least stable? Reply: <Q>.